Entry 1:
C11H15N | ωB97M-V with the def2-TZVPD basis set

Multiplicity = 1
Gap between HOMO and LUMO = 8.67 eV
E_LUMO = 0.93 eV
E = -482.8165 Ha
HOMO = -7.7 eV
Energy relative to the best compared isomer or geometry (same formula, charge and spin) = 259.0 kJ/mol

Geometry (Å):
N: -0.21215 -0.02488 2.42226
C: 0.34859 0.35307 1.19021
C: 0.88205 1.31488 -1.46159
C: 1.68033 0.32233 -0.80375
C: -1.39563 1.76573 1.56528
C: -2.59421 2.63182 1.30182
C: -1.28165 0.86732 2.67682
C: -0.10701 1.80646 -0.66551
C: -0.30495 1.47185 0.67373
C: 1.41152 -0.22381 0.43920
C: 0.81225 -3.48415 -1.21499
C: 0.81910 -2.20035 -2.22185
H: 2.59093 -0.18626 -1.41617
H: 0.23082 -4.34612 -1.38345
H: 0.42296 -0.53960 3.02226
H: -3.27575 2.23288 0.61109
H: -3.06811 2.95232 2.19387
H: -2.22495 3.50939 0.73456
H: 1.73140 -1.69893 -2.21736
H: 1.98100 -0.90039 0.97772
H: -1.63638 0.84287 3.61594
H: -0.04675 -1.47005 -1.90503
H: 1.00479 1.76991 -2.47848
H: 0.42690 -2.30612 -3.25753
H: -0.78216 2.36042 -1.11476
H: 1.91801 -3.76346 -1.03883
H: 0.66904 -3.05716 -0.24546

***

Entry 2:
C11H15N | ωB97M-V with the def2-TZVPD basis set

Multiplicity = 2
Gap between HOMO and LUMO (alpha / beta) = 9.63 / 5.82 eV
E_LUMO (alpha / beta) = -3.57 / -7.37 eV
E = -482.5464 Ha
HOMO (alpha / beta) = -13.2 / -13.2 eV
Energy relative to the best compared isomer or geometry (same formula, charge and spin) = 236.5 kJ/mol
Net charge = +1
⟨S²⟩ = 0.770

Geometry (Å):
N: -2.56313 0.49680 0.93366
C: -0.92469 -1.11048 -1.93259
C: -2.38849 0.22963 -0.42263
C: 1.10326 -0.78317 2.20905
C: 1.64963 0.77367 -2.42716
C: -0.62937 -0.75945 0.63676
C: -1.35453 -0.54860 -0.68044
C: -0.97299 0.33509 2.86938
C: 1.76627 0.98582 -0.94988
C: 0.69329 -1.20929 0.97670
C: -1.40696 0.05318 1.52165
C: 0.34998 -0.11234 3.17596
H: -1.63762 -1.24079 -2.81514
H: 0.87246 0.87461 -0.37334
H: 0.90664 1.32298 -2.96318
H: -1.39927 0.97507 3.62187
H: -0.55072 -2.11519 -1.82592
H: 1.31792 -1.86237 0.52964
H: -3.05302 1.23491 1.30818
H: -3.08580 0.76090 -1.05511
H: 1.55059 -0.32555 -2.63484
H: 0.63062 0.14445 4.10707
H: 2.11087 1.94212 -0.71572
H: 2.09817 -1.06445 2.62270
H: 2.56808 1.06230 -3.09323
H: -0.06574 -0.37880 -2.12369
H: 2.41456 0.31893 -0.49971

***

Entry 3:
C11H15N | ωB97M-V with the def2-TZVPD basis set

Multiplicity = 2
Gap between HOMO and LUMO (alpha / beta) = 9.48 / 5.67 eV
E_LUMO (alpha / beta) = -3.71 / -7.39 eV
E = -482.5579 Ha
HOMO (alpha / beta) = -13.2 / -13.1 eV
Energy relative to the best compared isomer or geometry (same formula, charge and spin) = 206.1 kJ/mol
Net charge = +1
⟨S²⟩ = 0.773

Geometry (Å):
N: 1.86400 0.20907 1.31023
C: -0.08261 1.66143 -2.17298
C: -1.18220 1.21215 -3.07788
C: -0.87581 -1.90573 -0.93638
C: 1.07996 0.79798 2.29869
C: -0.24977 0.58273 1.98182
C: 1.12492 -0.43484 0.34078
C: -0.20914 -0.29478 0.79299
C: -1.48912 1.20992 2.57168
C: 0.45795 -1.93687 -1.47507
C: -1.20019 -1.16221 0.22050
C: 1.42144 -1.13801 -0.87200
H: -0.83792 0.38043 -3.80277
H: -1.75045 2.04136 -3.67514
H: 1.45494 1.28988 3.18118
H: 0.75722 -2.52704 -2.21163
H: -1.30741 2.15746 3.08330
H: -0.38308 2.63286 -1.57191
H: 2.80849 0.12469 1.33017
H: -2.00988 0.79659 -2.45734
H: -2.00959 0.56474 3.25254
H: -2.25312 -1.27694 0.76116
H: 0.43550 0.89739 -1.48788
H: 2.47270 -1.04156 -1.16752
H: 0.70003 2.04266 -2.93209
H: -2.28881 1.35482 1.78572
H: -1.60911 -2.45153 -1.29224